# 1
The following is a DFT calculation (wB97M-V/def2-TZVPD) of a structure of composition CH2I2 at a distorted geometry.

Last column: Löwdin charge in e.
Cartesian coordinates (Å):
1 C -0.549033 -0.494504 0.609955  -1.27
2 I -0.497986 -1.802045 -1.028382  0.59
3 I 0.558411 -1.068803 2.235935  0.66
4 H 0.020571 1.444672 -0.987186  -0.01
5 H 0.468038 1.920681 -0.830322  0.04

Cartesian forces, eV/Å:
C -0.4 0.1 -0.4
I 0.1 0.1 0.4
I 0.2 -0.2 0.0
H -2.1 -2.2 -0.8
H 2.2 2.3 0.7

The energy above the lowest of the compared OMol25 structures with the same formula, charge and spin is 94.48 kcal per mole. Its HOMO-LUMO gap is 7.23 eV.



# 2
The following is a DFT calculation (wB97M-V/def2-TZVPD) of a cluster of 3 separate species, C40H68Cl2N3O7 in total at a distorted geometry.

Last column: Löwdin charge in e.
Cartesian coordinates (Å):
1 C 2.723060 -4.312740 1.626613  -0.09
2 C 1.354172 -4.108577 2.256053  -0.20
3 C 0.361165 -3.210919 1.473792  -0.10
4 C 0.947485 -1.874682 1.172215  -0.04
5 C 1.501009 -1.573695 -0.068395  0.02
6 C 1.453424 -2.686315 -1.083563  -0.44
7 O 2.378658 -3.374830 -1.303350  0.20
8 O 0.284952 -2.963002 -1.727865  0.07
9 O -0.690370 -1.937615 -1.574160  0.06
10 C -1.884609 -2.463734 -2.065247  -0.40
11 O -2.035374 -3.625068 -2.220240  0.21
12 C -2.895319 -1.440514 -2.339246  -0.15
13 C -2.665025 -0.412681 -3.245326  -0.01
14 C -3.666287 0.501450 -3.532266  -0.06
15 C -4.898593 0.431783 -2.893625  -0.06
16 C -5.118835 -0.593378 -1.978892  -0.06
17 C -4.127554 -1.518997 -1.698965  -0.01
18 C 2.126683 -0.345409 -0.332832  -0.11
19 C 2.796853 0.037062 -1.651571  -0.58
20 Cl 3.435315 1.693396 -1.538310  0.70
21 C 1.885856 -0.224016 -2.919804  -0.66
22 C 2.397359 -1.404805 -3.768726  -0.10
23 Cl 1.871582 1.197520 -4.040801  0.61
24 C 2.176061 0.537771 0.725240  -0.02
25 N 1.613412 0.289565 1.923562  0.08
26 C 1.765914 1.315962 2.996431  -0.06
27 C 0.832184 2.521362 2.866583  -0.14
28 C 1.370249 3.651405 1.986488  -0.13
29 C 0.320642 4.288885 1.056778  -0.21
30 O -0.842524 3.514910 0.873066  -0.20
31 C -0.704185 2.538141 -0.142499  -0.08
32 C 0.983564 -0.876431 2.150158  -0.19
33 O 0.448906 -1.101559 3.357120  0.01
34 C -0.811052 -0.407091 3.627251  -0.08
35 C -1.987224 -1.358173 3.556613  -0.21
36 O -3.120615 -0.637897 3.970425  -0.13
37 C -4.202758 -0.720806 3.060857  -0.25
38 C -4.801379 -2.126596 2.939418  -0.05
39 H 3.363309 -4.772756 2.376276  0.08
40 H 2.701481 -5.009457 0.798369  0.08
41 H 3.215776 -3.387993 1.345277  0.07
42 H 1.495236 -3.662002 3.239149  0.11
43 H 0.886565 -5.069789 2.439646  0.12
44 H 0.053138 -3.734788 0.573684  0.13
45 H -0.510326 -3.134412 2.108249  0.11
46 H -1.716936 -0.305517 -3.754831  0.12
47 H -3.504960 1.304252 -4.234627  0.11
48 H -5.674337 1.149754 -3.094928  0.11
49 H -6.081475 -0.648820 -1.494460  0.11
50 H -4.334723 -2.301722 -0.983282  0.12
51 H 3.675405 -0.585564 -1.771952  0.11
52 H 0.847428 -0.329240 -2.651649  0.07
53 H 3.254101 -1.896110 -3.324163  0.08
54 H 1.604673 -2.145882 -3.816042  0.07
55 H 2.578971 -1.101047 -4.787587  0.06
56 H 2.687743 1.474357 0.615675  0.06
57 H 2.805868 1.620361 2.974155  0.14
58 H 1.603631 0.814838 3.941038  0.13
59 H 0.717610 2.899390 3.877361  0.13
60 H -0.143580 2.166575 2.559441  0.09
61 H 1.730759 4.434299 2.647314  0.12
62 H 2.241748 3.373304 1.401612  0.09
63 H 0.782163 4.430808 0.076238  0.12
64 H 0.014500 5.279495 1.369974  0.11
65 H 0.342288 2.247117 -0.257671  0.07
66 H -1.265433 1.648086 0.136581  0.09
67 H -1.101000 2.935433 -1.069278  0.10
68 H -0.966263 0.319815 2.839163  0.12
69 H -0.770542 0.064911 4.601987  0.15
70 H -2.107317 -1.642369 2.510410  0.12
71 H -1.838017 -2.246571 4.169729  0.14
72 H -3.882240 -0.339705 2.088210  0.11
73 H -4.980087 -0.048663 3.403448  0.12
74 H -4.778731 -2.464353 1.905533  0.06
75 H -4.217265 -2.853034 3.494130  0.08
76 H -5.827623 -2.165216 3.278231  0.08
77 C -2.207271 6.078125 3.258575  -0.09
78 C -1.487915 7.417543 3.335964  -0.28
79 N -2.225954 8.493987 2.710162  -0.20
80 C -1.436170 9.697746 2.510500  -0.25
81 C -0.921310 10.439509 3.749419  -0.08
82 C -3.580396 8.694934 3.197613  -0.25
83 C -3.774444 8.968585 4.694607  -0.08
84 H -2.470519 5.834277 2.227947  0.08
85 H -1.556029 5.286499 3.636643  0.06
86 H -3.115776 6.064143 3.861066  0.07
87 H -0.531062 7.320830 2.812515  0.11
88 H -1.244868 7.627805 4.389858  0.10
89 H -2.014080 10.391287 1.894743  0.11
90 H -0.572180 9.422702 1.896109  0.11
91 H -1.716118 10.980127 4.260707  0.06
92 H -0.175349 11.177802 3.449570  0.07
93 H -0.445327 9.767140 4.464009  0.07
94 H -4.166730 7.809265 2.937832  0.10
95 H -4.034695 9.504197 2.622070  0.12
96 H -3.195676 8.285279 5.317848  0.07
97 H -4.825711 8.834796 4.956235  0.07
98 H -3.506405 9.988357 4.964619  0.06
99 C 4.698018 -8.992092 -4.480269  -0.09
100 C 3.815307 -7.846547 -4.008175  -0.28
101 N 4.128394 -6.583784 -4.650328  -0.20
102 C 3.511929 -5.441130 -4.006345  -0.25
103 C 1.981570 -5.342237 -4.006754  -0.07
104 C 4.095444 -6.589837 -6.103030  -0.25
105 C 2.791382 -7.011321 -6.792849  -0.08
106 H 5.753320 -8.740126 -4.370568  0.08
107 H 4.497974 -9.881729 -3.882285  0.07
108 H 4.510834 -9.252841 -5.522358  0.07
109 H 3.970257 -7.721574 -2.932836  0.12
110 H 2.760349 -8.135008 -4.140116  0.10
111 H 3.927327 -4.529536 -4.448664  0.11
112 H 3.849019 -5.431380 -2.963833  0.11
113 H 1.590780 -5.067642 -4.986810  0.06
114 H 1.669589 -4.569240 -3.310190  0.03
115 H 1.506784 -6.272735 -3.694347  0.07
116 H 4.891474 -7.250830 -6.454144  0.10
117 H 4.385354 -5.597409 -6.457170  0.11
118 H 2.366330 -7.914667 -6.353812  0.07
119 H 2.987972 -7.223672 -7.845281  0.07
120 H 2.036239 -6.227062 -6.761840  0.05

Forces on atoms 1 to 6 (eV/Å):
C 0.0 -0.4 0.5
C 0.2 0.5 0.1
C 0.3 -0.9 0.4
C 0.0 0.5 -0.3
C -0.4 0.0 -0.2
C -0.9 1.0 0.2

The net charge is +1. Its HOMO-LUMO gap is 5.52 eV.



# 3
The following is a DFT calculation (wB97M-V/def2-TZVPD) of an isolated molecule of C3H6N2O at a distorted geometry.

Last column: Löwdin charge in e.
Cartesian coordinates (Å):
1 N 1.675836 -0.890942 -0.077421  0.09
2 C 0.541760 -0.154485 0.014706  -0.49
3 N 0.923196 1.192438 0.099193  0.10
4 C -0.743377 -0.542957 -0.057892  -0.06
5 C -2.005175 0.230295 -0.040980  -0.29
6 O -3.105069 -0.311449 0.069180  -0.02
7 H 2.393213 -0.716904 0.709216  0.15
8 H 1.415685 -1.843684 0.160167  0.09
9 H 0.174531 1.876524 -0.099553  0.09
10 H 1.623073 1.383328 -0.568293  0.07
11 H -0.899100 -1.660754 -0.260756  0.13
12 H -1.994575 1.438587 0.052435  0.14

Forces on atoms 1 to 6 (eV/Å):
N 1.8 -2.5 2.3
C -0.5 3.5 -0.2
N -1.9 1.0 0.4
C -1.0 -2.5 -0.8
C -0.7 0.9 1.3
O 1.6 0.8 -0.6

The energy above the lowest of the compared OMol25 structures with the same formula, charge and spin is 40.71 kcal per mole. Its SMILES is NC(N)=CC=O. Its HOMO-LUMO gap is 9.56 eV.



# 4
The following is a DFT calculation (wB97M-V/def2-TZVPD) of a cluster of 2 separate species, C3H4N2O in total at a distorted geometry.

Last column: Löwdin charge in e.
Cartesian coordinates (Å):
1 C -2.213870 -0.054420 0.079515  -0.18
2 C -0.082690 1.383201 -0.567971  -0.04
3 C -0.914403 0.448996 0.162157  -0.39
4 N -3.262465 -0.510071 -0.139991  0.16
5 N 0.256604 -1.413921 0.465022  0.14
6 O -0.482032 1.528676 0.833368  0.03
7 H 0.997171 1.097399 -0.889336  0.15
8 H -0.709266 2.143894 -1.063371  0.12
9 H -0.253284 -1.947302 -0.229424  0.01
10 H -0.088823 -1.616963 1.388483  0.01

Forces on atoms 1 to 6 (eV/Å):
C -0.1 0.3 -0.5
C 0.1 -0.1 -0.8
C -1.5 1.7 -0.6
N 0.5 -0.1 0.4
N 1.5 -0.7 -0.2
O 0.8 -0.2 0.9

The energy above the lowest of the compared OMol25 structures with the same formula, charge and spin is 45.53 kcal per mole. Its spin multiplicity is 3. Its expectation value of S² is 2.015. Its HOMO-LUMO gap (alpha / beta) is 8.43 / 8.81 eV.